(1)
Below is a molecular structure, C20H26ClN3O2S at a distorted geometry, with properties calculated with wB97M-V/def2-TZVPD.

```
53
Properties=species:S:1:pos:R:3
C -3.189 -4.019 1.305
C -2.399 -3.109 2.041
C -1.990 -3.330 3.246
C -1.097 -2.311 3.983
C -0.796 -1.043 3.457
C -1.015 -0.843 2.059
C -1.702 -1.778 1.436
N -2.450 -1.529 0.005
C -1.946 -0.605 -0.923
N -0.569 -0.576 -1.017
C -0.014 0.504 -2.112
H 0.615 0.203 -2.748
H -0.966 1.010 -2.276
C 0.656 1.540 -1.147
H 1.351 1.231 -0.478
C 1.324 2.729 -1.963
N 1.877 3.810 -1.153
C 3.147 3.508 -0.574
C 3.643 4.719 -0.328
H 4.774 4.580 0.277
O 2.873 5.701 0.545
C 1.903 5.921 -0.227
C 1.012 4.580 -0.579
H 0.236 4.843 -1.075
H 0.466 4.168 0.298
H 1.093 6.448 0.581
H 1.939 6.513 -0.845
H 3.957 5.285 -1.323
H 3.833 2.936 -1.257
H 2.919 2.879 0.359
H 0.285 3.109 -2.663
H 1.802 2.374 -2.663
H -0.091 1.964 -0.403
C 0.416 -1.478 -0.480
C -0.004 -2.900 -0.792
C -0.006 -4.152 -0.236
C -0.689 -5.060 -0.837
C -0.587 -4.683 -2.061
O -0.506 -3.258 -2.109
H -1.123 -4.954 -3.091
H -0.534 -6.249 -0.438
H 0.605 -4.104 0.858
H 0.693 -1.347 0.491
H 1.403 -1.285 -1.020
S -3.040 0.242 -1.861
H -3.387 -1.951 -0.029
H -0.821 -0.030 1.620
H -0.044 -0.506 3.960
H -0.842 -2.481 4.863
Cl -2.279 -4.520 4.072
H -4.309 -3.535 1.178
H -3.367 -4.884 1.800
H -3.057 -4.277 0.274
```

Computed properties:
Molar mass (g/mol): 407.97
Gap between HOMO and LUMO (eV): 8.36
HOMO level (eV): -7.9
Energy above the lowest of the compared OMol25 structures with the same formula, charge and spin (eV): 18.903
Calculated total energy (eV): -53066.279

Mulliken atomic charge list, values in e, 2 entries:
1. C -2.211
2. C 0.149

(2)
Below is a molecular structure, C18H28N7O2STi, with properties calculated with wB97M-V/def2-TZVPD.

```
57
Properties=species:S:1:pos:R:3
Ti -0.145 0.534 -0.780
N 1.005 -5.249 4.709
C 1.069 -4.254 3.836
C 0.317 -4.305 2.625
C 0.377 -3.286 1.729
C 1.208 -2.171 1.994
C 1.978 -2.111 3.187
C 1.901 -3.126 4.086
S 1.358 -0.890 0.950
O 2.653 -0.296 0.922
O 0.736 -1.226 -0.412
N 0.253 0.391 1.111
C 0.813 1.670 1.317
N 0.743 2.310 0.143
C 1.235 3.565 0.109
C 1.774 4.119 1.248
C 1.783 3.345 2.410
N 1.293 2.101 2.445
H 0.435 -6.063 4.542
H 1.543 -5.236 5.561
H -0.285 -5.179 2.414
H -0.160 -3.365 0.794
H 2.627 -1.266 3.376
H 2.488 -3.089 4.994
H 1.207 4.107 -0.826
H 2.181 5.120 1.239
H 2.192 3.729 3.337
C -0.851 2.901 -2.778
N -1.470 1.989 -1.778
C -2.068 2.805 -0.675
C -2.552 1.231 -2.469
C -3.116 0.230 -1.500
N -1.989 -0.590 -0.961
C -1.672 -1.672 -1.948
C -2.425 -1.211 0.323
H -1.584 3.645 -3.094
H -0.532 2.330 -3.646
H 0.005 3.410 -2.350
H -3.044 3.185 -0.983
H -1.423 3.646 -0.448
H -2.202 2.214 0.236
H -2.123 0.747 -3.347
H -3.322 1.921 -2.822
H -3.850 -0.422 -1.977
H -3.614 0.722 -0.666
H -2.583 -2.233 -2.163
H -0.925 -2.344 -1.538
H -1.303 -1.249 -2.884
H -3.321 -1.809 0.143
H -2.652 -0.435 1.051
H -1.640 -1.851 0.713
C 3.341 0.460 -3.874
C 2.182 0.559 -3.020
N 1.255 0.642 -2.345
H 4.218 0.821 -3.333
H 3.188 1.063 -4.771
H 3.493 -0.584 -4.155
```

Computed properties:
Charge: +3
Molar mass (g/mol): 454.40
Gap between HOMO and LUMO (eV): 5.33
HOMO level (eV): -16.3
Energy above the lowest of the compared OMol25 structures with the same formula, charge and spin (eV): 0.084
Calculated total energy (eV): -67572.051

Mulliken atomic charge list, values in e, 2 entries:
1. Ti -0.352
2. N -0.402

(3)
Below is a single C6H11N molecule at a distorted geometry, with properties calculated with wB97M-V/def2-TZVPD.

```
18
Properties=species:S:1:pos:R:3
C 2.381 0.180 2.023
C 1.384 -0.570 1.565
C 0.243 0.047 0.838
N -0.525 0.901 1.601
C 0.089 -0.213 -0.453
C -1.082 0.276 -1.245
C -1.453 -0.601 -2.481
H 3.233 -0.237 2.560
H 2.445 1.252 1.866
H 1.499 -1.646 1.619
H -1.380 1.231 1.194
H -0.351 1.058 2.576
H 0.805 -0.792 -1.019
H -1.981 0.421 -0.641
H -0.934 1.269 -1.734
H -2.517 -0.846 -2.511
H -1.009 -0.191 -3.379
H -0.847 -1.540 -2.378
```

Computed properties:
Molar mass (g/mol): 97.16
Gap between HOMO and LUMO (eV): 8.84
HOMO level (eV): -7.7
Energy above the lowest of the compared OMol25 structures with the same formula, charge and spin (eV): 1.546
Calculated total energy (eV): -7888.985

Mulliken atomic charge list, values in e, 2 entries:
1. C -0.599
2. C -0.568